Arrangement i

Formula: C4H14N2O
Source: the OMol25 dataset
Level of theory: the ωB97M-V functional and the def2-TZVPD basis

Each atom is followed by the atoms it is bonded to, with distances in Å.
Atoms and positions in Å:
1 N 0.73964 -2.45269 -0.76421  C2 1.450, H7 1.002, H8 1.006
2 C -0.23365 -1.39954 -0.97912  N1 1.450, C3 1.520, H9 1.095, H10 1.102
3 C -0.92976 -1.00485 0.31327  C2 1.520, C4 1.540, H11 1.096, H12 1.088
4 C 0.03618 -0.58789 1.43835  C3 1.540, C5 1.512, H13 1.089, H14 1.062
5 C 0.71447 0.74724 1.23017  C4 1.512, N6 1.465, H15 1.101, H16 1.095
6 N -0.22934 1.86127 1.34468  C5 1.465, H17 1.009, H18 1.015
7 H 1.23318 -2.70308 -1.59987  N1 1.002
8 H 0.47502 -3.30337 -0.29652  N1 1.006
9 H 0.29859 -0.53961 -1.39850  C2 1.095
10 H -0.96095 -1.66535 -1.76301  C2 1.102
11 H -1.47740 -1.88720 0.66334  C3 1.096
12 H -1.64816 -0.20196 0.16456  C3 1.088
13 H -0.50716 -0.58446 2.38235  C4 1.089
14 H 0.77590 -1.34819 1.49615  C4 1.062
15 H 1.25554 0.74601 0.27131  C5 1.101
16 H 1.49486 0.85906 1.98994  C5 1.095
17 H -1.04391 1.64430 0.78990  N6 1.009
18 H 0.09290 2.72383 0.91680  N6 1.015
19 O -0.01079 2.26230 -2.09011  H20 0.961, H21 0.964
20 H -0.61834 1.78637 -1.51714  O19 0.961
21 H -0.05344 3.19556 -1.85172  O19 0.964

SMILES string: NCCCCN.O
HOMO level, eV: -9.05
Gap between HOMO and LUMO, Ha: 0.359
LUMO, hartree: 0.026
Spin multiplicity: 1

=====

Arrangement ii

Formula: C4H14N2O
Source: the OMol25 dataset
Level of theory: the ωB97M-V functional and the def2-TZVPD basis

Each atom is followed by the atoms it is bonded to, with distances in Å.
Atoms and positions in Å:
1 C 1.43960 -0.51518 -1.90688  C2 1.539, H7 1.118, H8 1.086, H9 1.101
2 C 0.44271 -0.91742 -0.80596  C1 1.539, C3 1.562, N4 1.461, H10 1.105
3 C 0.68728 -0.36516 0.63493  C2 1.562, H11 1.123, H12 1.008, H13 1.134
4 N -0.77771 -0.28546 -1.30223  C2 1.461, C5 1.394, H14 1.034
5 C -1.87032 0.33353 -0.69638  N4 1.394, N6 1.516, H15 1.048, H16 1.114
6 N -2.96498 0.80942 -1.63083  C5 1.516, H17 1.001, H18 1.082
7 H 2.52458 -0.47073 -1.63897  C1 1.118
8 H 1.20258 0.52223 -2.12158  C1 1.086
9 H 1.41834 -1.13523 -2.81589  C1 1.101
10 H 0.22312 -2.00004 -0.79926  C2 1.105
11 H 1.56026 -0.88648 1.11071  C3 1.123
12 H -0.10475 -0.59180 1.21567  C3 1.008
13 H 0.59884 0.75269 0.46726  C3 1.134
14 H -0.69954 0.14025 -2.24096  N4 1.034
15 H -1.45908 1.26009 -0.43118  C5 1.048
16 H -2.42988 -0.03880 0.19209  C5 1.114
17 H -3.22458 1.76294 -1.78816  N6 1.001
18 H -2.96790 0.32073 -2.59582  N6 1.082
19 O 1.84464 0.20093 5.62774  H20 0.950, H21 1.035
20 H 2.31418 0.69488 4.96526  O19 0.950
21 H 2.24260 0.40864 6.56043  O19 1.035

SMILES string: CC(C)NCN.O
HOMO level, eV: -7.74
Gap between HOMO and LUMO, Ha: 0.315
LUMO, hartree: 0.030
Spin multiplicity: 1

=====

If we sort the structures by their calculated energies, the order from most to least stable is arrangement i, arrangement ii.

=====

Arrangement i

Formula: C4H10N3O2
Source: the OMol25 dataset
Level of theory: the ωB97M-V functional and the def2-TZVPD basis

Each atom is followed by the atoms it is bonded to, with distances in Å.
Atoms and positions in Å:
1 C -2.18232 1.56866 0.22977  C2 1.314, H10 1.157, H11 1.094
2 C -2.49804 0.30270 0.07313  C1 1.314, C3 1.482, H12 1.021
3 C -1.46978 -0.73962 -0.15692  C2 1.482, O8 1.157
4 C 1.08923 0.47734 -0.21461  N5 1.397, N6 1.472, O9 1.359, H13 1.088
5 N 2.36546 -0.08918 -0.25395  C4 1.397, H14 0.970, H15 1.073
6 N 0.27975 -0.21980 0.79840  C4 1.472, N7 1.417
7 N 0.81242 -1.51718 1.00337  N6 1.417, H16 1.043, H17 1.012, H18 1.261
8 O -1.55546 -1.84802 -0.47861  C3 1.157
9 O 0.41469 0.47747 -1.39425  C4 1.359, H19 1.055
10 H -3.15402 2.19167 0.30392  C1 1.157
11 H -1.13595 1.85969 0.09765  C1 1.094
12 H -3.46845 -0.01064 0.02214  C2 1.021
13 H 1.16912 1.47554 0.21022  C4 1.088
14 H 2.50139 -0.53372 -1.10520  N5 0.970
15 H 3.16400 0.61742 -0.13166  N5 1.073
16 H 0.95344 -1.55675 2.03639  N7 1.043
17 H 0.25021 -2.26947 0.62753  N7 1.012
18 H 1.95889 -1.37837 0.49769  N7 1.261
19 H 0.50542 1.19227 -2.16503  O9 1.055

HOMO level, eV: -13.51
Gap between HOMO and LUMO, Ha: 0.360
Total charge: +1
LUMO, hartree: -0.136
Spin multiplicity: 1

=====

Arrangement ii

Formula: C4H10N3O2
Source: the OMol25 dataset
Level of theory: the ωB97M-V functional and the def2-TZVPD basis

Each atom is followed by the atoms it is bonded to, with distances in Å.
Atoms and positions in Å:
1 C 1.05041 -1.79141 -0.07948  C3 1.551, H10 1.062, H11 1.072, H12 1.072
2 C 1.88753 1.87732 0.94499  C4 1.525, H13 1.139, H14 1.036, H15 1.070
3 C 0.78839 -0.61971 -1.06142  C1 1.551, N6 1.431, H16 1.082, H17 1.126
4 C 0.54944 1.34207 0.44487  C2 1.525, N6 1.221, H18 1.185
5 N -3.43551 -0.32748 -0.29425  N7 1.166, O8 1.342
6 N 0.20740 0.47106 -0.33963  C3 1.431, C4 1.221
7 N -2.79807 0.53938 -0.74303  N5 1.166, O9 1.153
8 O -2.97377 -1.23211 0.58278  N5 1.342, H19 0.964
9 O -2.45298 1.49785 -1.28295  N7 1.153
10 H 0.11955 -2.15987 0.27588  C1 1.062
11 H 1.45425 -2.63024 -0.61074  C1 1.072
12 H 1.67630 -1.48193 0.73455  C1 1.072
13 H 1.64049 2.96968 0.73779  C2 1.139
14 H 2.00700 1.77912 1.96967  C2 1.036
15 H 2.74644 1.43325 0.48780  C2 1.070
16 H 1.63098 -0.36558 -1.69106  C3 1.082
17 H -0.04472 -1.08423 -1.66018  C3 1.126
18 H -0.43909 1.73446 0.96806  C4 1.185
19 H -3.61405 -1.95160 0.61634  O8 0.964

HOMO level (spin up / spin down), eV: -13.52 / -12.15
Gap between HOMO and LUMO (spin up / spin down), Ha: 0.269 / 0.171
Total charge: +1
LUMO (spin up / spin down), hartree: -0.227 / -0.275
Spin multiplicity: 1

=====

Arrangement iii

Formula: C4H10N3O2
Source: the OMol25 dataset
Level of theory: the ωB97M-V functional and the def2-TZVPD basis

Each atom is followed by the atoms it is bonded to, with distances in Å.
Atoms and positions in Å:
1 C -0.15442 -1.14362 0.85832  N6 1.308, O8 1.346
2 C -0.11858 0.81324 -1.97111  C3 1.580, N7 1.442, H10 1.097, H11 1.091
3 C 0.52794 1.93975 -1.07089  C2 1.580, O9 1.421, H12 1.099, H13 1.173
4 C 1.53234 0.04066 -0.60230  N7 1.402, O9 1.259, H14 1.073
5 N -1.00627 -1.32160 3.15123  N6 1.360, H15 1.019, H16 1.017
6 N -0.17952 -0.92210 2.14736  C1 1.308, N5 1.360, H17 0.994
7 N 0.90616 -0.19219 -1.83482  C2 1.442, C4 1.402, H19 0.995
8 O -0.97288 -2.14503 0.48539  C1 1.346, H18 1.033
9 O 1.37463 1.21802 -0.18646  C3 1.421, C4 1.259
10 H -1.04385 0.40666 -1.54535  C2 1.097
11 H -0.43042 1.18579 -2.94784  C2 1.091
12 H 1.06666 2.64182 -1.72280  C3 1.099
13 H -0.27883 2.56268 -0.49058  C3 1.173
14 H 2.44909 -0.47072 -0.38030  C4 1.073
15 H -0.64823 -1.10801 4.08076  N5 1.019
16 H -1.43898 -2.20853 2.90377  N5 1.017
17 H 0.32453 -0.09310 2.36440  N6 0.994
18 H -0.56792 -3.01953 0.11324  O8 1.033
19 H 0.65907 -1.11054 -2.12772  N7 0.995

HOMO level, eV: -12.79
Gap between HOMO and LUMO, Ha: 0.348
Total charge: +1
LUMO, hartree: -0.122
Spin multiplicity: 1

=====

If we sort the structures by their calculated energies, the order from most to least stable is arrangement iii, arrangement i, arrangement ii.

=====

Arrangement i

Formula: C2H4N4O
Source: the OMol25 dataset
Level of theory: the ωB97M-V functional and the def2-TZVPD basis

Each atom is followed by the atoms it is bonded to, with distances in Å.
Atoms and positions in Å:
1 H -1.29438 -2.38567 1.70492  N2 1.039
2 N -1.76040 -1.68845 1.09238  H1 1.039, C3 1.253
3 C -0.86220 -0.93555 0.64852  N2 1.253, N4 1.390, O8 1.388
4 N -1.01521 0.03684 -0.33241  C3 1.390, C5 1.292
5 C 0.16548 0.54467 -0.46575  N4 1.292, N6 1.335, N7 1.404
6 N 0.42120 1.63833 -1.18824  C5 1.335, H9 0.991, H10 1.017
7 N 1.16200 -0.17990 0.20680  C5 1.404, O8 1.379, H11 1.010
8 O 0.47522 -1.08713 0.98603  C3 1.388, N7 1.379
9 H -0.33685 1.88526 -1.77626  N6 0.991
10 H 1.31606 1.74560 -1.65859  N6 1.017
11 H 1.72908 0.42600 0.78260  N7 1.010

SMILES string: [H]/N=c1/nc(N)[nH]o1
HOMO level, eV: -9.02
Gap between HOMO and LUMO, Ha: 0.350
LUMO, hartree: 0.019
Spin multiplicity: 1

=====

Arrangement ii

Formula: C2H4N4O
Source: the OMol25 dataset
Level of theory: the ωB97M-V functional and the def2-TZVPD basis

Each atom is followed by the atoms it is bonded to, with distances in Å.
Atoms and positions in Å:
1 N -1.29531 1.50178 -0.50292  N2 1.403, H8 0.983, H9 1.143
2 N -0.58407 0.30468 -0.33332  N1 1.403, N3 1.481, C6 1.414
3 N -0.11482 -0.40035 -1.54810  N2 1.481, N4 1.268
4 N 0.87839 -1.11162 -1.20806  N3 1.268, C5 1.341
5 C 1.06407 -1.20487 0.11673  N4 1.341, C6 1.433, H10 1.161
6 C 0.05192 -0.39008 0.72132  N2 1.414, C5 1.433, O7 1.448
7 O -0.10666 0.23778 2.01638  C6 1.448, H11 1.181
8 H -2.05486 1.19566 -1.04738  N1 0.983
9 H -0.46688 1.95677 -1.14623  N1 1.143
10 H 1.73046 -2.13224 0.32537  C5 1.161
11 H 0.89779 0.04249 2.60622  O7 1.181

SMILES string: Nn1nncc1O
HOMO level, eV: -9.27
Gap between HOMO and LUMO, Ha: 0.347
LUMO, hartree: 0.006
Spin multiplicity: 1

=====

If we sort the structures by their calculated energies, the order from most to least stable is arrangement i, arrangement ii.

=====

Arrangement i

Formula: C2H4N4O
Source: the OMol25 dataset
Level of theory: the ωB97M-V functional and the def2-TZVPD basis

Each atom is followed by the atoms it is bonded to, with distances in Å.
Atoms and positions in Å:
1 N 1.44573 -0.90628 -0.26435  N2 1.440, H8 1.245, H9 1.031
2 N 0.34167 -0.36522 0.48467  N1 1.440, N3 1.375, C6 1.521
3 N -0.75717 -0.85598 -0.18123  N2 1.375, C4 1.412, H10 1.060
4 C -1.61020 0.26824 -0.14684  N3 1.412, N5 1.284, H11 1.102
5 N -0.99623 1.37634 0.05958  C4 1.284, C6 1.295
6 C 0.26695 1.12617 0.19561  N2 1.521, N5 1.295, O7 1.179
7 O 1.14123 1.86265 -0.09484  C6 1.179
8 H 1.95317 0.08882 -0.81448  N1 1.245
9 H 1.93913 -1.20762 0.58933  N1 1.031
10 H -1.09675 -1.40313 0.66057  N3 1.060
11 H -2.62753 0.01601 -0.48801  C4 1.102

SMILES string: Nn1[nH]cnc1=O
HOMO level, eV: -10.13
Gap between HOMO and LUMO, Ha: 0.378
LUMO, hartree: 0.006
Spin multiplicity: 1

=====

Arrangement ii

Formula: C2H4N4O
Source: the OMol25 dataset
Level of theory: the ωB97M-V functional and the def2-TZVPD basis

Each atom is followed by the atoms it is bonded to, with distances in Å.
Atoms and positions in Å:
1 N -2.12579 -0.29371 0.21461  N2 1.527, H8 1.256, H9 1.218
2 N -0.82546 0.24005 -0.38293  N1 1.527, C3 1.541, N7 1.378
3 C 0.42574 -0.60164 -0.06417  N2 1.541, C4 1.320, H10 1.122
4 C 1.40891 0.25343 0.15010  C3 1.320, O5 1.375, N6 1.348
5 O 2.73968 -0.05580 -0.00911  C4 1.375, H11 1.013
6 N 0.96202 1.52206 0.05458  C4 1.348, N7 1.416
7 N -0.44441 1.53664 -0.11213  N2 1.378, N6 1.416
8 H -2.52976 0.61119 0.98583  N1 1.256
9 H -2.80306 -0.49185 -0.77762  N1 1.218
10 H 0.26677 -1.69029 0.15612  C3 1.122
11 H 2.92536 -1.03008 -0.21527  O5 1.013

SMILES string: Nn1cc(O)nn1
HOMO level, eV: -9.29
Gap between HOMO and LUMO, Ha: 0.338
LUMO, hartree: -0.003
Spin multiplicity: 1

=====

If we sort the structures by their calculated energies, the order from most to least stable is arrangement i, arrangement ii.